Density functional theory data (ωB97M-V/def2-TZVPD) for a structure of composition C46H34Cl5CuN2P2SeSi at a distorted geometry.

ORCA input file:
```
! RIJCOSX wB97M-V def2-TZVPD def2/J DEFGRID3
* xyz -1 2
Se 5.26896 -0.23283 -3.80008
Cu 1.16331 -0.72146 -1.70442
Cl 3.80661 -1.41696 0.37040
Cl 4.31655 -6.44392 -1.37467
Cl -0.09686 -3.64038 -2.61120
Cl 5.37939 -4.04007 0.26731
Cl 1.54308 -6.24805 -2.77640
P -1.84861 -0.68744 -0.51247
P 1.79931 1.01744 0.58537
Si -0.02252 1.26737 -2.26479
N -0.13878 -1.86429 1.06869
N 2.51022 -0.30775 -2.94250
C 0.02110 1.81871 4.23859
C 4.23662 1.60190 1.98827
C 0.28374 2.74012 -1.02941
C -3.13294 -3.20625 -0.16594
C 3.87669 -3.91018 -0.55936
C -2.71418 -0.11603 0.99845
C 5.58213 1.93011 1.98570
C -0.26185 3.98672 -1.31728
C -3.84396 -4.29902 -0.63038
C 0.29213 0.65296 4.93130
C 3.39033 -4.99864 -1.27114
C -0.30382 -2.77936 1.73511
C 1.08783 5.04542 0.35428
C 1.92647 -2.55485 -1.20209
C 3.63572 -0.30814 -3.24223
C -2.71707 0.53003 -1.59025
C -3.99840 2.28981 -3.28417
C 1.45434 -3.70235 -1.84855
C -3.86969 1.12690 3.20437
C -3.74606 -3.42239 -2.85555
C 3.14569 -2.72858 -0.53580
C -2.78574 1.71160 2.56889
C -3.05838 -2.31957 -2.38817
C -1.94594 1.34494 -2.41332
C 5.55597 2.08761 -0.40814
C -3.82434 -0.67550 1.61656
C 1.50685 -0.17393 3.03692
C -2.20861 1.08733 1.48295
C 6.24336 2.16996 0.79375
C -0.50527 -3.91449 2.59269
C 2.15804 -4.89914 -1.90508
C -2.78422 -2.17098 -1.02902
C 0.47004 1.98376 2.94122
C -4.74854 1.52075 -2.40683
C 0.57880 2.06246 -3.92940
C 3.54879 1.51060 0.78556
C -4.10414 0.63203 -1.56927
C 4.21689 1.75508 -0.41204
C 1.23084 0.99555 2.32913
C 1.04799 -0.34067 4.32977
C -4.16254 -4.40558 -1.97270
C -2.61753 2.20012 -3.28264
C -4.38707 -0.06214 2.72250
C 0.12027 5.12653 -0.63556
C 1.60247 3.81060 0.69744
C 1.18379 2.65780 0.03141
H -0.94038 -4.73448 2.02356
H -1.18112 -3.64305 3.40287
H 3.72598 1.41520 2.92391
H -4.16132 -5.07064 0.05854
H -2.40004 2.65591 2.92360
H 0.39509 3.13027 -3.97803
H 2.07644 -0.95465 2.55153
H -4.27413 -1.57604 1.22661
H -4.72387 -5.25622 -2.33252
H 7.29636 2.41629 0.79783
H 1.26376 -1.25205 4.87318
H -1.00471 4.05548 -2.09687
H 0.21779 2.88654 2.40644
H -1.36236 1.52851 0.97305
H -5.24811 -0.51485 3.19631
H 6.06493 2.26288 -1.34490
H 2.34912 3.73488 1.47968
H 0.45103 -4.22757 3.00831
H -4.32334 1.60277 4.06193
H -2.84499 -3.15437 0.87367
H -0.55271 2.60521 4.70760
H -3.96019 -3.51494 -3.91129
H -0.31848 6.08224 -0.88972
H 1.42951 5.93773 0.86286
H 6.11874 1.99983 2.92192
H 1.64584 1.90290 -4.03144
H -5.82724 1.61248 -2.37608
H 0.10593 1.58449 -4.78046
H -2.05131 2.80522 -3.97610
H -4.50103 2.96593 -3.96475
H 3.67169 1.65947 -1.34401
H -2.72531 -1.55576 -3.07696
H -4.67864 0.01484 -0.89045
H -0.09018 0.52231 5.93441
*
```

The calculated total energy comes out at -250289.42560 eV. The HOMO-LUMO gap (alpha / beta) is 6.4 / 6.6 eV. The calculation puts the HOMO energy (alpha / beta) at -0.160 / -0.173 Eh. As for the relative energy (zero: lowest compared OMol25 entry of this formula, charge and spin): 1.522 eV. For the strongest force on any atom, the calculation gives 1.75 eV Å⁻¹.

Atomic partial charges in e from the Löwdin method, atoms 1 to 4: atom 1 (Se): 0.4971, atom 2 (Cu): 0.1717, atom 3 (Cl): 0.7499, atom 4 (Cl): 0.6498

=====

Density functional theory data (ωB97M-V/def2-TZVPD) for the molecule C30H35N3O7 at a distorted geometry.

ORCA input file:
```
! RIJCOSX wB97M-V def2-TZVPD def2/J DEFGRID3
* xyz 0 1
O -5.06930 -0.82722 -1.31914
O -6.36410 -0.91827 0.92466
O 5.32957 2.37984 1.34114
O 4.07773 -3.04324 -1.66020
O 1.37358 0.35472 2.29710
O -0.53547 -2.89346 -0.16598
O 2.60643 1.10532 -0.57593
N -0.30060 0.59502 0.80377
N 0.96605 -1.29754 -0.71070
N 2.61668 2.54598 1.16447
C -3.06440 2.58367 -0.64465
C -2.25691 1.92467 0.27219
C 3.19297 -2.28112 -0.85166
C -4.41696 -0.75785 -2.56282
C -1.04704 1.37384 -0.12689
C -2.91935 -0.90039 -0.18652
C 0.75358 1.04562 1.50941
C -2.21139 -0.92215 1.01381
C -4.30044 -0.89629 -0.19733
C 6.86518 1.28458 0.15799
C 4.23764 -4.31674 -1.06961
C 3.10222 -2.98289 0.51794
C -4.40899 3.09364 -0.22925
C -0.61078 1.51970 -1.43652
C 4.18063 -4.06407 0.43591
C -1.39576 2.19955 -2.35847
C -0.71176 -0.80031 0.99254
C -0.08674 -1.77231 -0.02825
C -7.12182 -1.02360 2.10328
C -4.29369 -0.99647 2.21198
C -0.93708 2.33700 -3.77832
C 1.81180 -2.14483 -1.51463
C -5.00511 -0.94186 1.02678
C 6.63730 2.13124 1.20148
C -2.90500 -0.97771 2.20583
C 4.68679 1.68378 0.37080
C 1.17481 2.50247 1.26385
C 3.22696 1.73147 0.27345
C -2.62275 2.71018 -1.95450
C 5.59772 0.99001 -0.38619
H -5.21095 -0.71037 -3.30662
H -6.91319 -1.95764 2.63523
H -4.37822 3.48821 0.78375
H -3.24703 3.21797 -2.67648
H -1.26716 1.47626 -4.36095
H 0.85360 3.11863 2.10385
H 3.62208 -1.27557 -0.76298
H 7.81232 0.91712 -0.17853
H 0.34235 1.11220 -1.73454
H -5.12721 2.27310 -0.24707
H 7.30285 2.60675 1.89510
H -1.35054 3.23221 -4.23667
H 0.14802 2.37883 -3.82904
H -8.16299 -1.01638 1.78442
H 1.93550 -1.70880 -2.51040
H -0.30124 -1.10158 1.96618
H -2.37119 -1.00239 3.14396
H -3.80192 -1.64474 -2.74506
H -2.58167 1.81281 1.29544
H 3.42396 -4.98872 -1.37864
H -2.36665 -0.88052 -1.11112
H -6.94478 -0.17665 2.77546
H 5.37780 0.35638 -1.22053
H 3.15197 2.88025 1.94958
H -3.79191 0.13945 -2.63720
H 0.73439 2.88191 0.33910
H -4.76104 3.86997 -0.90388
H 1.32754 -3.11993 -1.60411
H 3.26049 -2.28737 1.33921
H 5.13974 -3.67765 0.78286
H 2.11761 -3.43620 0.63535
H 3.93014 -4.95861 1.00056
H 1.36750 -0.39374 -0.49008
H -4.80939 -1.04413 3.15771
H 5.18862 -4.72329 -1.41667
*
```

The calculated total energy comes out at -50481.47721 eV. As for the structure (SMILES): COc1ccc([C@@H](C(=O)NC[C@H]2CCCO2)N(C(=O)CNC(=O)c2ccco2)c2cc(C)cc(C)c2)cc1OC. The HOMO-LUMO gap is 8.5 eV. The calculation puts the HOMO energy at -0.293 Eh. As for the relative energy (zero: lowest compared OMol25 entry of this formula, charge and spin): 0.000 eV. For the strongest force on any atom, the calculation gives 1.29 eV Å⁻¹.

Atomic partial charges in e from the natural (NBO) method, atoms 1 to 4: atom 1 (O): -0.4977, atom 2 (O): -0.4850, atom 3 (O): -0.3968, atom 4 (O): -0.5312

=====

Density functional theory data (ωB97M-V/def2-TZVPD) for a structure of composition C31H40N2O8OsPSSe at a distorted geometry.

ORCA input file:
```
! RIJCOSX wB97M-V def2-TZVPD def2/J DEFGRID3
* xyz -1 5
Os -0.28379 -1.46831 1.24237
Se -1.88802 -0.98145 3.72392
S -2.50780 -2.69065 -0.88075
P -0.04509 -0.99356 -0.92586
O 0.10796 -5.26119 2.58935
O 0.63385 -3.23497 1.55387
O -1.25839 0.13225 4.74528
O -3.24172 -1.75946 3.98793
O -1.89928 -0.24885 1.90136
O -1.99748 -3.78861 -1.66230
O -3.94893 -2.58964 -0.67509
O -0.51524 -1.95748 3.35899
N -1.62963 -2.80687 0.61368
N 0.95091 0.09325 1.34803
C -1.97086 -0.75349 -3.30638
C -1.88829 2.13000 -2.11917
C 3.10968 -1.36215 2.45483
C 1.27200 -2.10769 -1.87842
C 1.79071 3.20788 -0.59432
C 2.32225 1.07401 5.23540
C -0.97814 0.35178 -3.81570
C -2.47557 -0.01025 -0.92222
C -1.69615 -2.00631 -4.09378
C 0.81192 1.60477 3.37822
C 2.85602 0.01274 4.48963
C 1.15994 2.93255 -1.80173
C -0.35308 2.41600 2.85193
C -0.15852 -4.28157 1.91035
C 2.09226 -1.26200 -2.86510
C -0.78252 1.60152 -2.98355
C 1.09811 1.06018 0.32821
C 1.31538 1.82045 4.65621
C 0.60461 0.69704 -0.92264
C 1.76908 2.28612 0.48943
C 1.36997 0.47569 2.65354
C -1.85580 -0.99745 -1.74420
C 1.01165 4.10722 -2.72532
C -1.69926 -4.07676 1.34359
C 2.30600 -2.92007 -1.02634
C -2.55195 1.37673 -1.17347
C 2.39403 -0.29866 3.23163
C -3.40582 -0.37181 -3.69285
C 0.60878 1.54442 -2.15807
C 2.76858 1.31963 6.66682
C -2.37776 3.53122 -2.24486
H 1.58888 -0.89399 -3.75067
H -0.70998 -2.47912 -3.84790
H 2.62242 -0.41718 -2.42131
H -3.50608 -0.59151 -4.79522
H -0.90803 2.77170 3.70361
H 3.54968 -0.60677 4.99921
H -2.98378 -0.36053 -0.03129
H -2.26446 4.08366 -1.28876
H 3.39115 -0.94709 1.45087
H -4.17098 -1.02153 -3.29736
H -3.43127 3.53891 -2.52880
H -3.77258 0.65431 -3.45225
H 2.21882 4.21954 -0.50320
H -0.60807 2.40435 -3.69361
H 1.84673 -3.61227 -0.33164
H 2.22057 2.55338 1.43767
H 3.00007 -2.22070 -0.53105
H 4.01618 -1.64375 3.01197
H 0.74880 3.81019 -3.79144
H 0.64860 -2.85245 -2.40420
H 1.36048 1.16028 -2.84570
H 0.31442 4.85393 -2.25078
H -0.02593 3.29943 2.28917
H -1.96288 -4.94137 0.66383
H 1.98896 4.68357 -2.79674
H -2.47425 -2.73723 -3.86622
H 0.05470 -0.04620 -4.01811
H 2.47287 0.48636 7.36903
H -1.32295 0.70140 -4.83786
H 2.86478 -3.47306 -1.77346
H 2.32025 2.19091 7.07933
H -2.35502 -4.06340 2.21571
H -1.80783 4.12758 -2.96985
H 3.85330 1.46006 6.71599
H -1.62957 -1.92723 -5.17297
H -1.01529 1.83586 2.18264
H -3.37665 1.88810 -0.66499
H 2.92485 -1.84093 -3.24175
H 2.46062 -2.21280 2.20964
H 0.91387 2.61935 5.23599
*
```

The calculated total energy comes out at -140088.86697 eV. The HOMO-LUMO gap (alpha / beta) is 6.9 / 6.3 eV. The calculation puts the HOMO energy (alpha / beta) at -0.174 / -0.191 Eh. As for the relative energy (zero: lowest compared OMol25 entry of this formula, charge and spin): 0.000 eV. For the strongest force on any atom, the calculation gives 4.95 eV Å⁻¹.

Atomic partial charges in e from the Löwdin method, atoms 1 to 4: atom 1 (Os): 1.4693, atom 2 (Se): 0.9789, atom 3 (S): 0.6849, atom 4 (P): 1.0318

=====

Question: Among the records above, which one has the highest strongest force on any atom?
Answer: C31H40N2O8OsPSSe